(1)
{"formula": "C36H24F6NO7", "method": "wB97M-V/def2-TZVPD", "elements": ["O", "C", "C", "N", "C", "C", "C", "C", "F", "F", "F", "C", "O", "O", "C", "F", "F", "F", "H", "H", "H", "H", "H", "H", "H", "H", "C", "C", "C", "C", "C", "C", "C", "O", "C", "C", "C", "C", "C", "C", "C", "O", "H", "H", "H", "H", "H", "H", "H", "H", "C", "C", "C", "C", "C", "C", "C", "O", "C", "C", "C", "C", "C", "C", "C", "O", "H", "H", "H", "H", "H", "H", "H", "H"], "xyz": [[1.572, 4.165, -2.209], [0.626, 3.595, -1.731], [-0.110, 4.174, -0.549], [-1.509, 3.855, -0.522], [-2.367, 4.559, -1.457], [-2.248, 6.107, -1.388], [-1.193, 6.749, -2.293], [-1.704, 7.619, -3.435], [-3.036, 7.747, -3.497], [-1.236, 8.902, -3.278], [-1.256, 7.216, -4.646], [-2.197, 4.043, -2.932], [-1.588, 2.974, -3.070], [-2.614, 4.836, -3.783], [-3.796, 4.208, -1.016], [-4.755, 4.665, -1.834], [-3.990, 2.882, -0.870], [-4.069, 4.749, 0.218], [0.298, 2.623, -2.109], [0.339, 3.698, 0.328], [0.161, 5.235, -0.484], [-1.877, 3.858, 0.417], [-1.973, 6.324, -0.356], [-3.222, 6.554, -1.542], [-0.506, 6.028, -2.719], [-0.589, 7.418, -1.682], [1.500, -1.759, 2.032], [1.272, -0.593, 1.308], [0.650, 0.486, 1.911], [0.243, 0.400, 3.236], [0.455, -0.778, 3.957], [1.092, -1.853, 3.351], [-0.006, -0.908, 5.367], [0.185, -1.926, 6.001], [-0.718, 0.251, 5.979], [-1.202, 0.138, 7.277], [-1.857, 1.206, 7.864], [-2.027, 2.394, 7.161], [-1.549, 2.511, 5.868], [-0.899, 1.440, 5.271], [-0.412, 1.579, 3.867], [-0.545, 2.620, 3.263], [1.993, -2.596, 1.556], [1.578, -0.530, 0.273], [0.467, 1.395, 1.355], [1.259, -2.759, 3.918], [-1.062, -0.788, 7.816], [-2.237, 1.115, 8.873], [-2.537, 3.229, 7.624], [-1.681, 3.429, 5.311], [2.919, -5.247, -6.237], [2.821, -3.952, -5.740], [2.526, -3.741, -4.404], [2.320, -4.826, -3.562], [2.403, -6.127, -4.064], [2.710, -6.332, -5.403], [2.152, -7.308, -3.189], [2.236, -8.438, -3.621], [1.787, -7.056, -1.765], [1.497, -8.132, -0.936], [1.163, -7.913, 0.390], [1.121, -6.618, 0.896], [1.407, -5.544, 0.072], [1.736, -5.758, -1.258], [2.018, -4.578, -2.125], [2.005, -3.455, -1.669], [3.154, -5.408, -7.281], [2.973, -3.106, -6.396], [2.450, -2.738, -4.008], [2.779, -7.341, -5.783], [1.533, -9.136, -1.336], [0.932, -8.752, 1.032], [0.861, -6.448, 1.933], [1.370, -4.533, 0.452]], "atomic_forces_ev_per_a": [[0.562, 0.385, -0.273], [0.024, -0.320, 0.019], [-0.099, -0.123, 0.123], [-0.065, -0.168, 0.066], [-0.737, 0.054, 0.285], [0.187, -0.344, 0.247], [-0.045, 0.187, 0.057], [0.152, -0.137, -0.238], [0.083, -0.063, -0.120], [0.022, -0.059, -0.109], [-0.263, 0.277, 0.466], [0.645, 0.223, -0.264], [-0.116, -0.420, -0.063], [-0.447, 0.230, -0.244], [0.014, -0.144, 0.029], [0.244, -0.074, 0.164], [-0.002, 0.268, -0.126], [0.015, -0.041, -0.056], [-0.091, -0.157, 0.201], [0.089, -0.031, 0.069], [-0.082, 0.146, -0.033], [0.023, 0.157, 0.098], [-0.065, 0.109, 0.111], [-0.080, 0.102, -0.213], [-0.025, -0.174, -0.134], [0.090, 0.075, 0.003], [-0.011, 0.007, -0.016], [0.021, -0.036, -0.017], [0.026, 0.003, -0.117], [-0.008, -0.058, 0.094], [-0.057, 0.094, 0.026], [0.050, -0.063, -0.095], [0.036, -0.106, 0.037], [-0.007, 0.005, 0.004], [0.020, 0.047, -0.084], [-0.053, 0.033, 0.114], [-0.001, 0.034, -0.027], [0.011, -0.039, 0.018], [-0.071, 0.072, 0.090], [0.025, -0.101, -0.006], [0.006, 0.083, -0.103], [-0.013, 0.050, 0.009], [0.025, 0.014, -0.019], [-0.001, -0.011, -0.013], [-0.044, 0.036, 0.044], [-0.037, 0.022, 0.075], [0.050, -0.045, -0.059], [-0.001, 0.004, 0.012], [-0.009, 0.006, 0.005], [0.032, -0.026, -0.081], [-0.003, 0.036, 0.025], [0.007, -0.047, -0.020], [0.025, 0.070, -0.087], [-0.019, -0.101, 0.014], [-0.033, 0.046, 0.103], [0.024, 0.026, -0.118], [0.013, -0.099, -0.053], [0.000, 0.003, 0.005], [0.015, 0.075, -0.027], [-0.029, -0.059, 0.112], [0.009, 0.048, -0.003], [0.009, -0.074, -0.044], [-0.056, -0.033, 0.213], [-0.005, -0.006, -0.114], [0.032, 0.127, 0.034], [0.011, 0.002, 0.017], [-0.001, 0.002, -0.012], [0.004, 0.010, -0.005], [-0.016, -0.016, 0.077], [-0.025, -0.043, 0.068], [0.029, 0.016, -0.080], [0.002, -0.009, 0.010], [-0.009, -0.001, 0.008], [-0.006, 0.040, -0.078]], "orbital_gap_ev": 5.28, "lumo_ev": 0.2020, "multiplicity": 1, "largest_force_ha_per_bohr": 0.0154, "homo_ev": -5.08, "charge": -1}


(2)
{"formula": "C7H28N15O10", "method": "wB97M-V/def2-TZVPD", "elements": ["N", "O", "O", "O", "C", "O", "N", "N", "H", "H", "H", "H", "C", "O", "N", "N", "H", "H", "H", "H", "C", "O", "N", "N", "H", "H", "H", "H", "C", "O", "N", "N", "H", "H", "H", "H", "C", "O", "N", "N", "H", "H", "H", "H", "C", "O", "N", "N", "H", "H", "H", "H", "C", "O", "N", "N", "H", "H", "H", "H"], "xyz": [[0.055, 0.734, -0.047], [-0.420, -0.314, -0.445], [1.090, 0.746, 0.658], [-0.537, 1.752, -0.371], [0.561, -1.985, -3.335], [1.480, -2.343, -3.980], [-0.177, -2.771, -2.604], [0.445, -0.727, -3.134], [-0.084, -3.777, -2.582], [-1.110, -2.544, -2.291], [0.053, -0.396, -2.264], [1.302, -0.285, -3.433], [5.304, 0.431, 0.964], [6.537, 0.544, 1.002], [4.615, 0.945, 0.022], [4.591, -0.275, 1.784], [3.610, 1.000, 0.102], [5.108, 1.455, -0.697], [5.085, -0.794, 2.496], [3.590, -0.150, 1.733], [-0.456, -3.190, 1.688], [-0.155, -4.364, 2.002], [-1.394, -2.811, 0.889], [0.139, -2.122, 2.144], [-1.401, -1.896, 0.462], [-1.859, -3.536, 0.361], [1.104, -2.344, 2.344], [-0.032, -1.169, 1.854], [3.714, -2.316, -1.339], [3.788, -2.237, -2.532], [4.570, -2.926, -0.654], [2.750, -1.819, -0.589], [4.531, -2.971, 0.354], [5.328, -3.402, -1.121], [2.810, -2.259, 0.318], [1.919, -1.436, -1.017], [-2.545, 2.207, 2.955], [-3.257, 3.107, 2.372], [-1.301, 1.924, 2.570], [-2.888, 1.333, 3.874], [-0.775, 1.229, 3.081], [-0.908, 2.406, 1.774], [-3.848, 1.361, 4.185], [-2.199, 0.717, 4.281], [-4.070, 0.235, -1.054], [-5.123, 0.513, -1.572], [-2.984, 0.378, -1.659], [-3.896, -0.057, 0.189], [-2.109, 0.409, -1.156], [-3.034, 0.640, -2.633], [-4.732, 0.131, 0.725], [-2.999, -0.402, 0.498], [-2.718, 4.638, -0.910], [-3.314, 5.703, -0.936], [-3.257, 3.559, -0.415], [-1.546, 4.392, -1.436], [-4.218, 3.747, -0.171], [-2.599, 2.884, -0.053], [-1.128, 3.498, -1.221], [-1.007, 5.004, -2.032]], "atomic_forces_ev_per_a": [[1.389, 2.234, 1.139], [-0.504, -3.608, -0.726], [-0.478, -0.099, -0.277], [0.201, 1.324, 0.154], [-2.465, 0.127, 3.073], [5.473, -3.405, -3.950], [-2.769, -3.168, 1.465], [0.105, 4.609, 0.284], [0.614, 0.098, -0.551], [0.132, 0.790, -0.074], [-0.381, 0.100, 0.280], [-0.341, 0.789, -0.336], [5.381, 0.136, 0.255], [-0.457, -0.447, 0.371], [-2.812, 2.608, -4.199], [-1.808, -2.493, 2.942], [0.115, 0.176, -0.450], [-0.288, 0.089, 0.296], [-0.498, 0.357, 0.155], [0.161, -0.454, 0.634], [0.978, -3.550, 1.072], [-0.349, 1.781, -0.711], [-4.367, -0.549, -3.765], [3.958, 2.275, 2.593], [0.253, -0.208, 0.171], [-0.233, 0.092, 0.292], [-0.067, 0.499, 0.659], [-0.041, -0.385, -0.328], [-2.529, 1.370, 0.878], [-0.350, 0.678, -4.909], [5.141, -3.538, 2.628], [-1.542, 0.820, 0.516], [0.285, 0.091, -0.287], [-0.037, 0.123, 0.204], [-1.403, 0.710, 0.058], [-0.094, -0.106, 0.679], [-1.645, 3.194, -3.479], [1.919, -3.085, 2.528], [2.153, 0.316, -1.161], [-2.450, -0.916, 2.177], [0.206, 0.406, -0.490], [0.182, -0.026, 0.350], [0.359, -0.198, 0.338], [-0.648, 0.125, 0.058], [-3.620, 1.400, -0.543], [-2.509, -0.158, -0.510], [6.563, 0.076, -4.702], [-0.737, -1.347, 4.440], [-0.138, 0.196, -0.539], [0.176, 0.120, 0.293], [0.594, -0.499, 0.719], [-0.690, 0.291, 0.622], [-1.526, 2.517, -0.564], [-0.033, 0.828, -0.463], [-1.430, -1.917, 0.753], [4.200, -0.550, -1.501], [0.349, -0.864, 0.949], [-1.202, -0.319, 0.368], [0.043, 0.324, -0.423], [-0.490, 0.221, 0.543]], "relative_energy_ev": 0.394, "orbital_gap_ev": [7.80, 2.18], "lumo_ev": [-0.6995, -6.3176], "multiplicity": 2, "largest_force_ha_per_bohr": 0.1570, "homo_ev": [-8.50, -8.50]}


(3)
{"formula": "C24H44BNP2Sn", "method": "wB97M-V/def2-TZVPD", "elements": ["Sn", "C", "C", "C", "C", "C", "C", "H", "H", "H", "C", "H", "H", "H", "C", "H", "H", "H", "C", "H", "H", "H", "C", "H", "H", "H", "C", "C", "C", "C", "C", "C", "C", "C", "H", "H", "H", "H", "H", "H", "H", "H", "H", "H", "H", "H", "P", "C", "C", "P", "C", "C", "C", "H", "H", "H", "H", "H", "H", "H", "H", "H", "H", "H", "H", "H", "H", "B", "C", "N", "H", "H", "H"], "xyz": [[-1.672, -1.816, -2.883], [4.032, 1.687, -0.545], [3.208, 2.649, -1.188], [3.422, 3.268, 1.012], [4.172, 2.074, 0.820], [2.833, 3.626, -0.229], [4.664, 0.520, -1.193], [3.978, 0.049, -1.909], [4.958, -0.226, -0.446], [5.570, 0.808, -1.751], [4.942, 1.382, 1.866], [5.649, 0.673, 1.419], [4.283, 0.838, 2.556], [5.516, 2.108, 2.460], [3.273, 3.980, 2.295], [4.223, 3.987, 2.843], [2.516, 3.492, 2.925], [2.959, 5.014, 2.120], [2.003, 4.817, -0.492], [2.580, 5.613, -0.988], [1.610, 5.220, 0.447], [1.157, 4.567, -1.147], [2.830, 2.666, -2.617], [3.440, 3.379, -3.192], [1.781, 2.967, -2.736], [2.963, 1.677, -3.067], [-2.508, -3.612, -1.818], [-2.958, -3.558, -3.207], [-4.323, -3.000, -3.561], [-4.623, -1.586, -2.981], [-3.491, -0.907, -2.181], [-3.685, -1.010, -0.667], [-4.205, -2.386, -0.187], [-3.508, -3.665, -0.679], [-5.118, -3.696, -3.241], [-5.545, -1.637, -2.384], [-4.400, -2.947, -4.663], [-4.294, -4.397, -0.930], [-1.616, -4.219, -1.609], [-2.540, -4.290, -3.910], [-2.987, -4.115, 0.186], [-4.199, -2.416, 0.917], [-4.498, -0.292, -0.426], [-5.272, -2.448, -0.451], [-4.854, -0.929, -3.835], [-3.371, 0.140, -2.491], [0.191, -1.342, 1.763], [0.494, -3.083, 2.307], [1.233, -1.318, 0.219], [-2.513, -0.219, 0.597], [-1.467, -1.650, 0.950], [-1.634, 1.048, -0.316], [-3.241, 0.457, 2.077], [0.462, -3.094, 3.405], [1.484, -3.415, 1.973], [-0.281, -3.761, 1.923], [0.718, -1.767, -0.641], [2.156, -1.875, 0.428], [1.487, -0.277, -0.011], [-3.925, -0.268, 2.542], [-3.799, 1.368, 1.820], [-2.435, 0.717, 2.781], [-2.013, -2.328, 1.631], [-1.309, -2.202, 0.004], [-0.808, 1.452, 0.295], [-2.339, 1.867, -0.519], [-1.249, 0.674, -1.275], [1.909, 0.537, 3.628], [1.123, 1.392, 2.575], [0.511, 2.043, 1.817], [2.649, 1.283, 4.258], [2.593, -0.335, 3.103], [1.111, 0.045, 4.405]], "atomic_forces_ev_per_a": [[2.687, 3.007, -1.265], [0.092, 0.051, 0.016], [0.016, 0.047, -0.179], [-0.101, -0.139, 0.312], [-0.127, 0.040, 0.140], [0.061, 0.134, 0.010], [0.077, -0.422, -0.011], [0.204, 0.097, 0.138], [-0.037, 0.124, -0.235], [-0.218, -0.018, 0.122], [0.554, -0.066, -0.089], [-0.144, 0.113, 0.188], [-0.018, 0.150, -0.068], [-0.191, -0.199, -0.062], [0.190, 0.426, -0.052], [-0.230, -0.044, -0.019], [0.196, -0.003, -0.137], [0.049, -0.174, 0.154], [-0.344, 0.191, 0.191], [-0.070, -0.213, 0.071], [0.020, -0.027, -0.282], [0.200, 0.097, 0.114], [-0.180, -0.169, -0.248], [-0.118, -0.123, 0.157], [0.228, -0.005, -0.035], [-0.011, 0.223, -0.001], [-3.016, -2.771, -2.077], [-1.163, -3.294, 2.897], [0.610, 0.053, -0.718], [-0.185, 0.813, 0.004], [0.293, 0.384, 0.844], [-1.551, 1.382, 1.636], [-0.649, 0.374, 0.453], [0.275, 0.161, 0.637], [0.484, -0.012, 0.092], [0.357, 0.095, -0.168], [0.036, -0.195, 0.510], [0.323, 0.243, -0.233], [0.188, 0.519, -0.449], [0.544, 0.776, 0.020], [0.023, 0.223, -0.474], [-0.104, 0.080, -0.401], [-0.402, -0.461, -0.298], [0.412, 0.065, 0.065], [0.063, -0.258, 0.346], [-0.188, -0.224, 0.192], [0.192, -0.417, -0.236], [-0.138, 0.044, 0.202], [0.032, 0.389, 0.405], [1.021, -1.534, -1.967], [0.156, 0.012, 0.452], [0.049, 0.364, 0.121], [-0.556, 0.029, 0.027], [0.067, -0.135, -0.295], [-0.263, 0.022, 0.174], [0.313, -0.009, 0.076], [0.039, -0.092, -0.021], [-0.213, 0.231, -0.148], [0.013, -0.167, -0.067], [0.228, 0.203, -0.095], [0.137, -0.234, 0.102], [-0.058, -0.115, -0.260], [-0.001, 0.361, -0.268], [-0.099, 0.075, -0.071], [-0.110, -0.058, -0.014], [0.139, -0.145, 0.009], [-0.088, -0.026, 0.311], [0.422, -0.032, 0.769], [-0.877, 0.955, -1.038], [0.776, -0.802, 0.689], [-0.106, -0.044, -0.217], [-0.222, 0.035, -0.240], [0.013, 0.036, -0.204]], "orbital_gap_ev": [4.10, 4.08], "lumo_ev": [-9.0044, -9.0043], "multiplicity": 1, "largest_force_ha_per_bohr": 0.0893, "homo_ev": [-13.10, -13.09], "charge": 2}